# 1
DFT (the ωB97M-V functional and the def2-TZVPD basis) results for C27H34IIrN9O4PSSeSi as an isolated structure.

Structure (ORCA input):
```
! RIJCOSX wB97M-V def2-TZVPD def2/J DEFGRID3
* xyz 0 1
Ir 0.34650 -0.12040 -0.10170
S -0.05230 1.63180 1.37840
C -1.24940 2.46330 0.32830
N -2.10670 3.34310 0.77800
N -2.08700 3.95170 1.94780
C -1.07340 4.42930 2.74350
C 0.24760 4.58350 2.31090
C 1.18450 5.12800 3.16390
C 0.83210 5.53370 4.44260
C -0.48030 5.39870 4.87000
C -1.42710 4.85250 4.03220
N -1.34620 2.10170 -0.92230
N -0.64010 1.13420 -1.42760
C -0.74820 0.94500 -2.78430
C -1.60870 1.75650 -3.54910
C -1.67780 1.60690 -4.91540
C -0.93360 0.63110 -5.56500
C -0.10880 -0.19610 -4.81880
C 0.00700 -0.03000 -3.45310
H -3.02440 4.19150 2.25410
H 0.52260 4.29720 1.30940
H 2.20330 5.24880 2.82960
H 1.56960 5.96850 5.09880
H -0.76310 5.72510 5.85890
H -2.44980 4.73660 4.36050
H -2.21600 2.48650 -3.03850
H -2.32140 2.25590 -5.49050
H -1.00220 0.51580 -6.63690
H 0.44710 -0.98120 -5.31320
H 0.67100 -0.66950 -2.89430
N 4.51360 1.40840 1.01550
C 3.57890 1.34780 2.12640
P 2.97180 -0.41380 2.16860
O 4.11040 -1.33750 2.34270
O 2.13080 -0.70590 0.92940
C 1.87500 -0.41180 3.67980
N 1.30830 -1.75060 3.70090
H 5.02360 0.52670 0.98600
H 5.17680 2.16860 1.12720
H 3.39140 1.52070 -0.35240
H 2.76040 2.05270 1.96620
H 4.04530 1.56650 3.09370
H 1.07930 0.33110 3.59820
H 2.47970 -0.18200 4.56440
H 0.87450 -1.98120 4.59000
H 2.05580 -2.41600 3.51050
H 0.27470 -1.67370 2.46170
N -4.90720 -3.07460 1.79740
C -3.77400 -2.92670 1.67390
N -2.49560 -2.87760 1.50600
C -1.51150 -2.19030 1.68930
N -0.47200 -1.59750 1.72160
C 3.38740 -1.48930 -2.64200
Si 3.66930 0.36970 -2.93820
C 3.20010 1.09430 -4.64440
C 5.45560 0.89170 -2.50890
Se 2.34630 1.58420 -1.38000
H 4.18690 -2.08910 -3.06590
H 2.45300 -1.84460 -3.06640
H 3.35010 -1.68700 -1.57190
H 3.89630 0.77160 -5.41240
H 3.23010 2.18040 -4.60220
H 2.19810 0.81130 -4.95120
H 6.14150 0.57800 -3.28670
H 5.78310 0.44990 -1.57500
H 5.53390 1.96940 -2.41250
I -4.98170 -5.51030 -4.93430
C -3.72080 -4.34710 -3.69600
C -2.34940 -4.42900 -3.85810
C -1.52610 -3.65360 -3.06370
C -2.08170 -2.80160 -2.11770
C -3.46250 -2.73020 -1.96820
C -4.28830 -3.50770 -2.75430
C -1.24560 -1.87860 -1.31050
O -1.82340 -0.97330 -0.66940
O 0.01000 -1.96940 -1.31880
H -1.92680 -5.08760 -4.60010
H -0.45430 -3.69650 -3.17470
H -3.87620 -2.05350 -1.23620
H -5.35890 -3.45720 -2.63760
*
```

Output
**Gap between HOMO and LUMO (alpha / beta)**: 0.2082 / 0.2091 hartree
**Relative energy (zero: lowest compared OMol25 entry of this formula, charge and spin)**: 62.45 kcal per mole
**E_HOMO (alpha / beta)**: -7.5 / -7.6 eV
**LUMO level (alpha / beta)**: -1.9 / -1.9 eV

Atom charges from the Mulliken analysis, given in e for atoms 1 to 2:
1. Ir 2.38
2. S -0.13

# 2
DFT (the ωB97M-V functional and the def2-TZVPD basis) results for one molecule with the formula C27H34N4O2.

Structure (ORCA input):
```
! RIJCOSX wB97M-V def2-TZVPD def2/J DEFGRID3
* xyz 0 1
C -6.90363 -3.11187 0.92180
C -6.37552 -2.02153 -0.00558
C -7.49747 -1.44557 -0.87087
O -5.81803 -1.02220 0.83573
C -4.94909 -0.10370 0.33715
C -4.46247 -0.05796 -0.96462
C -3.56728 0.93170 -1.33438
C -3.13642 1.89662 -0.43684
C -2.11782 2.93448 -0.84100
N -0.72938 2.54705 -0.62312
C -0.32893 1.38523 -1.39093
C 1.19240 1.27012 -1.36517
C 1.69714 1.10116 0.07438
N 1.38269 -0.21479 0.58569
N 0.36264 -0.43871 1.41860
C 0.35114 -1.73418 1.65344
C 1.37857 -2.38815 0.96440
C 2.02263 -1.37486 0.28369
N 3.12581 -1.40080 -0.55772
C 3.92061 -2.49034 -0.78285
O 3.67889 -3.59890 -0.36850
C 5.15964 -2.15168 -1.59388
C 6.27281 -1.64662 -0.65491
C 5.85968 -0.39099 0.05954
C 5.35408 -0.44296 1.35347
C 4.92635 0.70860 1.99051
C 4.99907 1.93013 1.34111
C 5.50373 1.99386 0.05247
C 5.92857 0.84017 -0.58351
C 1.10766 2.20616 0.95204
C -0.40312 2.35061 0.77921
C -3.63097 1.84603 0.86292
C -4.52036 0.86643 1.24574
H -6.09500 -3.50460 1.53228
H -7.33629 -3.92060 0.33982
H -7.66305 -2.69755 1.57947
H -5.58931 -2.44856 -0.64536
H -7.13086 -0.62826 -1.48741
H -7.90449 -2.21927 -1.51639
H -8.29017 -1.06322 -0.23219
H -4.76595 -0.78326 -1.70365
H -3.20847 0.95194 -2.35413
H -2.22249 3.16159 -1.90648
H -2.28397 3.85673 -0.27696
H -0.66186 1.51777 -2.42341
H -0.77414 0.45520 -0.99829
H 1.62351 2.18375 -1.77700
H 1.50423 0.42467 -1.98237
H 2.79246 1.20198 0.09335
H -0.38904 -2.15517 2.30402
H 1.62631 -3.42717 0.95499
H 3.44675 -0.50606 -0.89823
H 5.49845 -3.06015 -2.09232
H 4.93201 -1.39445 -2.34650
H 6.49725 -2.43040 0.07013
H 7.16951 -1.45891 -1.24957
H 5.29087 -1.39440 1.86134
H 4.53283 0.65253 2.99427
H 4.66458 2.82897 1.83696
H 5.56614 2.94377 -0.45816
H 6.32435 0.89498 -1.58836
H 1.32874 1.99464 1.99810
H 1.59062 3.14320 0.67016
H -0.73637 3.23155 1.33348
H -0.89447 1.45986 1.19530
H -3.32159 2.59027 1.58224
H -4.90469 0.82603 2.25284
*
```

Output
**Gap between HOMO and LUMO**: 0.3211 hartree
**Relative energy (zero: lowest compared OMol25 entry of this formula, charge and spin)**: 11.66 kcal per mole
**E_HOMO**: -8.1 eV
**LUMO level**: 0.6 eV

Atom charges from the Mulliken analysis, given in e for atoms 1 to 2:
1. C -1.54
2. C 0.53